Here is a 2-piece molecular cluster, C6H16NO overall in a non-equilibrium geometry from OMol25. Energies are from wB97M-V/def2-TZVPD.

Geometry as XYZ:
```
24
Properties=species:S:1:pos:R:3:forces:R:3
C -1.860 -1.995 0.218 -1.356 0.551 -0.659
O -3.003 -1.130 0.588 2.200 1.757 1.452
C -0.552 -1.430 0.626 -0.512 3.177 0.197
C -0.096 -0.143 0.160 -0.631 0.649 0.185
C 1.232 -0.287 -0.721 1.309 0.522 -1.373
C 2.624 -0.419 0.048 -1.067 0.006 0.334
C 3.208 0.992 0.332 -4.842 1.269 -0.553
N -2.852 2.083 -0.841 1.854 0.173 0.484
H -2.061 -2.110 -0.859 0.954 -0.024 0.105
H -2.006 -2.928 0.685 -0.253 -1.138 0.575
H -2.703 -0.330 1.159 -0.750 -2.096 -1.275
H -0.057 -1.727 1.537 0.375 -1.135 -0.052
H 0.310 0.548 0.984 -0.748 -1.121 -0.788
H -0.861 0.366 -0.488 0.668 -0.356 0.620
H 1.204 0.707 -1.243 0.120 -0.757 0.582
H 1.082 -0.977 -1.586 0.135 0.017 1.057
H 2.469 -0.934 1.038 0.191 0.226 -1.011
H 3.288 -1.061 -0.564 -0.303 0.480 0.345
H 2.771 1.459 1.274 0.123 -0.686 -1.055
H 4.195 1.053 0.512 3.611 -0.216 0.199
H 2.909 1.719 -0.508 0.752 -1.075 1.109
H -2.870 3.052 -0.656 -0.001 1.083 -0.001
H -3.290 1.880 -1.700 -0.918 -0.652 -0.441
H -3.082 1.614 0.003 -0.912 -0.654 -0.037
```
Forces are in eV/Å.

ΔE to the lowest compared entry with this formula, charge and spin	471.51	kJ/mol
molar mass	118.2	g/mol
multiplicity	1
net charge	+1
highest occupied orbital energy	-13.151	eV
max |F|	5.04	eV Å⁻¹
calculated total energy	-367.80286	Eh

Atomic partial charges in e from the Löwdin method, atoms 1 to 4: -0.1544 -0.0401 0.1712 -0.1506